# C29H23N10O4PtSe

A structure of composition C29H23N10O4PtSe (ωB97M-V/def2-TZVPD, OMol25).

Element x y z (Å)
Pt -0.82 -0.02 -0.03
C -4.43 1.64 1.69
C -4.53 2.91 1.10
C -3.51 3.35 0.29
C -2.37 2.55 0.06
N -2.31 1.31 0.62
C -3.31 0.90 1.41
N -1.40 3.12 -0.71
C -0.16 2.70 -0.68
N 0.35 1.61 -0.09
C 1.76 1.75 0.00
N 2.58 1.23 0.81
C 2.23 0.27 1.77
C 2.51 0.56 3.10
C 2.20 -0.42 4.04
C 1.67 -1.63 3.65
C 1.44 -1.86 2.26
N 1.71 -0.88 1.37
C 2.12 2.89 -0.87
C 3.35 3.41 -1.23
C 3.36 4.55 -2.03
C 2.17 5.16 -2.43
C 0.94 4.65 -2.03
C 0.94 3.50 -1.26
H -5.20 1.25 2.33
H -5.39 3.53 1.27
H -3.52 4.32 -0.18
H -3.20 -0.10 1.82
H 2.95 1.51 3.37
H 2.38 -0.23 5.10
H 1.45 -2.42 4.35
H 0.99 -2.92 0.18
H 4.26 2.93 -0.90
H 4.30 4.97 -2.35
H 2.21 6.04 -3.05
H 0.00 5.11 -2.32
C -1.77 -2.08 2.55
C -2.19 -2.42 1.17
N -2.00 -1.69 0.08
C -2.57 -2.36 -0.99
C -3.12 -3.51 -0.53
N -2.87 -3.54 0.83
C -3.19 -4.64 1.72
N -2.75 -5.89 1.17
N -3.66 -6.82 0.80
N -3.06 -7.81 0.26
C -1.71 -7.54 0.23
C -0.63 -8.28 -0.28
C 0.61 -7.71 -0.18
C 0.81 -6.44 0.41
C -0.23 -5.70 0.93
C -1.49 -6.29 0.82
H -1.23 -1.13 2.53
H -1.05 -2.82 2.92
H -2.62 -2.00 3.22
H -2.44 -1.99 -1.99
H -3.61 -4.32 -1.03
H -4.26 -4.73 1.87
H -2.70 -4.45 2.67
H -0.79 -9.24 -0.73
H 1.47 -8.23 -0.57
H 1.80 -6.02 0.45
H -0.05 -4.73 1.37
O -0.27 -1.63 -2.77
Se 0.62 -1.29 -1.45
O 0.95 -2.88 -0.83
O 0.94 -2.96 1.83
O 2.03 -0.57 -1.82

Output
- Frontier orbital gap: 0.24719 Ha
- Total energy: -122132.67816 eV
- Total charge: -1
- LUMO energy: 2.08 eV